1.
Below is C6H15NP as an isolated structure at a distorted geometry, with properties calculated with ωB97M-V/def2-TZVPD.

```
23
Properties=species:S:1:pos:R:3:nbo_charge:R:1
C 3.325 -0.742 -1.376 -0.295
C 2.261 -0.625 -0.577 -0.267
C -2.054 -1.579 -0.534 -0.431
C -0.069 -0.246 1.831 -0.967
C -0.570 2.354 0.493 -0.951
C 1.442 0.549 -0.556 -0.637
N -2.085 -0.130 -0.342 -0.798
P -0.045 0.637 0.246 1.403
H 3.980 -1.593 -1.333 0.219
H 3.582 0.030 -2.084 0.201
H 2.031 -1.405 0.137 0.207
H -2.942 -1.942 -1.054 0.226
H -1.174 -1.841 -1.122 0.219
H -1.993 -2.074 0.433 0.214
H 0.687 0.211 2.470 0.277
H 0.167 -1.299 1.696 0.267
H -1.048 -0.146 2.297 0.257
H -0.124 2.974 -0.281 0.274
H -0.209 2.680 1.468 0.269
H -1.655 2.451 0.459 0.250
H 1.600 1.278 -1.344 0.256
H -2.276 0.332 -1.231 0.404
H -2.830 0.123 0.305 0.402
```

**E_HOMO**: -11.87 eV
**Energy relative to the best compared isomer or geometry (same formula, charge and spin)**: 0.241 eV
**2S+1**: 1
**Total charge**: +1



2.
Below is an isolated ion of composition C6H15NS and charge -1 at a distorted geometry, with properties calculated with ωB97M-V/def2-TZVPD.

```
23
Properties=species:S:1:pos:R:3:mulliken_spin:R:1
C 1.371 0.474 0.331 0.195
C 2.451 0.190 -0.765 0.004
C 1.908 -0.540 -2.002 2.380
S 2.057 -2.384 -1.799 -0.154
C -0.003 -0.165 0.106 0.333
N -0.806 0.147 1.344 -0.130
C -2.191 -0.186 1.151 0.056
C -3.143 0.942 1.687 0.018
H 1.711 0.176 1.326 0.132
H 1.217 1.559 0.338 0.097
H 3.322 -0.341 -0.398 -0.355
H 2.764 1.172 -1.150 -0.258
H 0.915 -0.321 -2.395 -0.061
H 2.543 -0.284 -2.843 -1.157
H 2.225 -2.585 -3.104 0.040
H -0.504 0.102 -0.804 -0.015
H 0.176 -1.238 0.176 -0.046
H -0.658 1.120 1.566 -0.011
H -2.513 -1.119 1.639 0.004
H -2.504 -0.371 0.119 -0.030
H -2.674 1.621 2.392 -0.014
H -4.010 0.478 2.161 -0.007
H -3.654 1.553 0.925 -0.018
```

**E_HOMO (alpha / beta)**: 1.06 / -5.06 eV
**Energy relative to the best compared isomer or geometry (same formula, charge and spin)**: 1.161 eV
**2S+1**: 2
**Total charge**: -1
**Expectation value of S²**: 0.7507



3.
Below is a 2-piece molecular cluster, C6H15NS overall at a distorted geometry, with properties calculated with ωB97M-V/def2-TZVPD.

```
23
Properties=species:S:1:pos:R:3:nbo_charge:R:1
C 0.902 -1.165 -0.308 -0.398
C -0.378 -1.895 0.004 -0.418
C -1.383 -2.095 -1.143 -0.507
S -2.198 0.069 -3.282 -0.134
C 0.755 0.362 -0.346 -0.225
N 0.433 1.004 0.933 -0.450
C -0.731 1.923 0.875 -0.422
C 1.527 1.763 1.505 -0.419
H 1.292 -1.474 -1.249 0.203
H 1.690 -1.449 0.438 0.206
H -0.170 -2.941 0.314 0.217
H -0.821 -1.410 0.904 0.219
H -0.958 -2.848 -1.899 0.224
H -1.745 -1.125 -1.623 0.159
H -2.314 -2.398 -0.826 0.222
H 0.011 0.637 -1.155 0.203
H 1.655 0.685 -0.701 0.190
H -1.532 1.225 0.549 0.198
H -0.936 2.367 1.837 0.196
H -0.750 2.863 0.268 0.175
H 2.304 0.964 1.583 0.196
H 1.390 2.310 2.441 0.208
H 1.955 2.628 0.880 0.157
```

**E_HOMO**: -8.64 eV
**Energy relative to the best compared isomer or geometry (same formula, charge and spin)**: 5.006 eV
**2S+1**: 1
**Total charge**: 0



4.
Below is a 2-piece molecular cluster, C6H15NS overall at a distorted geometry, with properties calculated with ωB97M-V/def2-TZVPD.

```
23
Properties=species:S:1:pos:R:3:nbo_charge:R:1
C 1.074 -0.358 -0.961 -0.200
N 0.033 0.368 -0.327 -0.638
C -1.283 -0.303 -0.287 -0.040
C -2.398 0.722 -0.139 -0.565
S -3.980 -0.061 -0.199 0.016
C -1.268 -1.386 0.851 -0.636
C 2.430 0.415 -0.947 -0.396
C 2.733 0.892 0.479 -0.620
H 0.845 -0.568 -1.984 0.200
H 1.388 -1.414 -0.520 0.141
H 0.175 0.502 0.681 0.352
H -1.562 -0.758 -1.318 0.190
H -2.316 1.382 -1.014 0.226
H -2.382 1.308 0.740 0.213
H -3.833 0.105 1.714 0.108
H -0.421 -2.050 0.643 0.215
H -2.129 -2.008 0.994 0.231
H -1.060 -0.675 1.684 0.185
H 3.166 -0.357 -1.112 0.200
H 2.493 1.244 -1.692 0.206
H 3.636 1.473 0.751 0.218
H 2.779 0.081 1.215 0.198
H 1.882 1.445 0.748 0.196
```

**E_HOMO**: -8.96 eV
**Energy relative to the best compared isomer or geometry (same formula, charge and spin)**: 3.176 eV
**2S+1**: 1
**Total charge**: 0



5.
Below is a 3-piece molecular cluster, C6H15NS overall at a distorted geometry, with properties calculated with ωB97M-V/def2-TZVPD.

```
23
Properties=species:S:1:pos:R:3:nbo_charge:R:1
C 0.033 -0.409 -3.296 -0.631
C 0.536 -0.466 -1.890 -0.293
C 1.130 -1.563 -1.358 -0.004
N 1.840 -1.537 -0.133 -0.893
H 0.035 -1.392 -3.790 0.212
H -0.995 0.062 -3.311 0.206
H 0.692 0.262 -3.911 0.211
H 0.429 0.427 -1.285 0.201
H 1.116 -2.573 -1.878 0.189
H 2.562 0.979 -0.338 0.151
H 2.846 -1.766 -0.271 0.367
H 1.810 -0.510 0.320 0.358
C -2.116 1.590 1.899 -0.613
C -1.395 0.271 1.597 -0.431
C -0.021 0.231 2.250 -0.535
S 1.236 1.269 1.366 -0.061
H -2.377 1.733 2.958 0.204
H -3.045 1.604 1.341 0.214
H -1.429 2.416 1.596 0.214
H -2.017 -0.552 1.954 0.211
H -1.270 0.092 0.482 0.223
H 0.370 -0.816 2.354 0.248
H 0.031 0.648 3.343 0.251
```

**E_HOMO**: -7.94 eV
**Energy relative to the best compared isomer or geometry (same formula, charge and spin)**: 5.087 eV
**2S+1**: 1
**Total charge**: 0



6.
Below is one molecule with the formula C6H15NS at a distorted geometry, with properties calculated with ωB97M-V/def2-TZVPD.

```
23
Properties=species:S:1:pos:R:3:nbo_charge:R:1
C 0.664 0.566 -0.678 -0.401
C 0.866 -0.016 0.702 -0.414
C 2.305 -0.506 0.910 -0.533
S 2.519 -2.151 0.233 -0.035
C -0.811 0.809 -1.074 -0.210
N -1.503 1.622 -0.088 -0.653
C -2.821 1.250 0.440 -0.209
C -3.814 0.612 -0.535 -0.640
H 1.212 1.497 -0.858 0.193
H 0.993 -0.129 -1.460 0.204
H 0.142 -0.813 0.910 0.201
H 0.612 0.746 1.436 0.222
H 2.992 0.279 0.588 0.222
H 2.462 -0.515 1.996 0.209
H 3.765 -2.021 -0.236 0.125
H -0.793 1.281 -2.064 0.179
H -1.304 -0.148 -1.202 0.184
H -1.485 2.601 -0.329 0.360
H -3.233 2.165 0.851 0.194
H -2.666 0.563 1.272 0.174
H -4.428 1.362 -1.019 0.207
H -4.384 -0.217 -0.099 0.214
H -3.271 0.032 -1.287 0.206
```

**E_HOMO**: -8.43 eV
**Energy relative to the best compared isomer or geometry (same formula, charge and spin)**: 0.613 eV
**SMILES string**: CCNCCCCS
**2S+1**: 1
**Total charge**: 0